Entry 1:
The following is a quantum chemistry calculation of a single C4H6O2 molecule at a distorted geometry, from the OMol25 dataset.

Last column: Löwdin charge in e.
Atoms and positions in Å:
C 2.03 -0.41 -0.05  0.05
C 0.71 -0.31 -0.26  -0.29
C 0.00 1.08 -0.07  -0.04
C -1.65 -0.75 0.03  -0.26
H 2.78 -1.15 0.04  0.04
H 2.39 0.68 0.33  0.12
H 0.19 2.15 -0.75  0.19
H 0.03 1.50 0.95  0.10
H -2.35 -1.05 -0.90  0.15
H -2.32 -1.07 0.92  0.15
O -1.49 0.60 -0.13  -0.16
O -0.32 -1.29 -0.12  -0.04

## Properties
E_tot ... -8336.2494 eV
Structure (SMILES) ... C=C1COCO1
Relative energy (zero: lowest compared OMol25 entry of this formula, charge and spin) ... 406.4 kJ/mol
Kohn-Sham gap ... 10.055 eV
E_HOMO ... -0.337 Eh
E_LUMO ... 0.88 eV

=====

Entry 2:
The following is a quantum chemistry calculation of a 2-piece molecular cluster, C3H3Cl3IN overall at a distorted geometry, from the OMol25 dataset.

Last column: Löwdin charge in e.
Atoms and positions in Å:
C 0.27 0.26 -0.36  -0.27
C -0.65 -1.84 -1.22  -0.02
C 1.41 0.54 0.45  -1.66
N -0.22 -0.82 -0.70  -0.04
Cl 2.07 -0.69 1.38  0.65
Cl 2.62 0.99 -0.86  0.56
Cl 1.06 1.97 1.44  0.58
I -3.14 2.01 1.16  0.50
H -0.10 -2.43 -2.10  0.13
H -1.79 2.34 1.67  -0.51
H -1.53 -2.34 -0.85  0.07

## Properties
E_tot ... -50314.0697 eV
Relative energy (zero: lowest compared OMol25 entry of this formula, charge and spin) ... 0.0 kJ/mol
Kohn-Sham gap ... 8.653 eV
E_HOMO ... -0.317 Eh
E_LUMO ... 0.03 eV